Entry one
Formula: C3H16NO4
Source: OMol25
Level of theory: ωB97M-V/def2-TZVPD

Values from the calculation:
- HOMO energy (eV) = -13.9
- net charge = +1

Each atom is followed by the atoms it is bonded to, with distances in Å.
CARTESIAN COORDINATES (ANGSTROEM)
1 C 0.126 0.479 -0.445  C2 1.474, N5 1.523, H6 1.221, H7 1.128
2 C -0.596 1.522 -1.195  C1 1.474, C3 1.485, H8 1.096, H9 1.042
3 C -2.030 1.394 -1.563  C2 1.485, O4 1.425, H10 1.145, H11 1.157
4 O -2.378 0.061 -1.199  C3 1.425, H12 1.014
5 N -0.319 -0.889 -0.946  C1 1.523, H13 1.022, H14 1.018, H15 1.082
6 H -0.071 0.731 0.733  C1 1.221
7 H 1.116 0.331 0.073  C1 1.128
8 H -0.586 2.411 -0.555  C2 1.096
9 H -0.146 1.750 -2.107  C2 1.042
10 H -2.744 1.886 -0.815  C3 1.145
11 H -2.300 1.490 -2.684  C3 1.157
12 H -3.111 -0.444 -1.684  O4 1.014
13 H -0.552 -1.017 -1.933  N5 1.022
14 H -1.159 -1.252 -0.500  N5 1.018
15 H 0.452 -1.578 -0.629  N5 1.082
16 H 2.075 -0.521 2.404  O18 0.938
17 H 2.478 -1.641 1.481  O18 0.931
18 O 1.805 -1.349 2.054  H16 0.938, H17 0.931
19 H 3.521 -0.530 -0.886  O21 0.941
20 H 3.473 0.193 0.478  O21 0.875
21 O 3.257 -0.518 0.017  H19 0.941, H20 0.875
22 H -1.107 -0.422 3.784  O24 0.852
23 H -0.288 -1.432 3.130  O24 1.008
24 O -0.916 -0.656 2.988  H22 0.852, H23 1.008

Entry two
Formula: C3H16NO4
Source: OMol25
Level of theory: ωB97M-V/def2-TZVPD

Values from the calculation:
- HOMO energy (eV) = -13.3
- net charge = +1

Each atom is followed by the atoms it is bonded to, with distances in Å.
CARTESIAN COORDINATES (ANGSTROEM)
1 C 1.208 -0.127 0.717  C2 1.527, N5 1.615, H6 1.131, H7 1.054
2 C 0.611 1.221 0.320  C1 1.527, C3 1.477, H8 1.160, H9 1.061
3 C -0.559 1.746 1.051  C2 1.477, O4 1.508, H10 1.020, H11 1.165
4 O 0.013 3.094 1.411  C3 1.508, H12 0.970
5 N 1.986 -0.750 -0.554  C1 1.615, H13 1.032, H14 1.049, H15 0.947
6 H 0.376 -0.839 1.002  C1 1.131
7 H 1.977 -0.009 1.427  C1 1.054
8 H 1.481 1.988 0.346  C2 1.160
9 H 0.350 1.353 -0.700  C2 1.061
10 H -1.470 1.902 0.618  C3 1.020
11 H -0.692 1.181 2.061  C3 1.165
12 H -0.627 3.783 1.172  O4 0.970
13 H 1.341 -1.381 -1.053  N5 1.032
14 H 2.788 -1.297 -0.157  N5 1.049
15 H 2.439 -0.096 -1.068  N5 0.947
16 H -1.665 -1.571 -0.503  O18 0.968
17 H -2.343 -2.321 -1.756  O18 1.007
18 O -1.715 -1.587 -1.470  H16 0.968, H17 1.007
19 H 0.528 -0.165 -3.466  O21 1.084
20 H -0.453 -0.446 -2.151  O21 1.000
21 O 0.467 -0.129 -2.384  H19 1.084, H20 1.000
22 H -2.141 -2.594 1.785  O24 0.887
23 H -2.192 -1.094 1.811  O24 0.948
24 O -1.705 -1.861 1.541  H22 0.887, H23 0.948

Entry three
Formula: C3H16NO4
Source: OMol25
Level of theory: ωB97M-V/def2-TZVPD

Values from the calculation:
- HOMO energy (eV) = -14.5
- net charge = +1

Each atom is followed by the atoms it is bonded to, with distances in Å.
CARTESIAN COORDINATES (ANGSTROEM)
1 C -1.195 -1.866 -0.688  C2 1.539, N5 1.545, H6 1.097, H7 1.176
2 C -0.878 -0.650 -1.576  C1 1.539, C3 1.528, O4 1.374, H8 1.094
3 C -1.783 0.553 -1.317  C2 1.528, H9 1.126, H10 1.138, H11 1.039
4 O 0.467 -0.367 -1.563  C2 1.374, H12 1.026
5 N 0.110 -2.664 -0.469  C1 1.545, H13 1.072, H14 0.959, H15 1.073
6 H -1.746 -1.608 0.225  C1 1.097
7 H -1.817 -2.668 -1.281  C1 1.176
8 H -1.124 -0.934 -2.603  C2 1.094
9 H -2.562 0.613 -2.128  C3 1.126
10 H -1.288 1.513 -1.676  C3 1.138
11 H -2.265 0.677 -0.405  C3 1.039
12 H 0.637 0.207 -0.730  O4 1.026
13 H 0.540 -2.204 0.399  N5 1.072
14 H 0.634 -2.661 -1.272  N5 0.959
15 H -0.058 -3.720 -0.389  N5 1.073
16 H 1.516 -1.052 2.549  O18 1.007
17 H 0.791 -0.114 1.696  O18 0.961
18 O 0.812 -1.065 1.829  H16 1.007, H17 0.961
19 H 1.518 4.340 0.489  O21 0.963
20 H 2.314 4.347 1.823  O21 0.983
21 O 1.520 3.975 1.380  H19 0.963, H20 0.983
22 H 1.083 2.232 1.300  O24 0.956
23 H 1.374 1.688 2.700  O24 1.027
24 O 1.400 1.428 1.707  H22 0.956, H23 1.027

Here is how they stack up, most stable first: entry three, entry two, entry one.